This record from OMol25 describes 4 unconnected molecules or ions with the total composition C30H64ClN2O16P4 at a distorted geometry. The level of theory is ωB97M-V with the def2-TZVPD basis set.

Atoms and positions in Å:
C (0.3110, -5.0898, 0.8213)
C (0.5401, -5.2198, -0.8306)
C (1.5552, -3.9731, -1.2627)
C (1.1760, -3.2796, -2.6991)
C (0.5550, -1.7417, -2.5589)
N (1.1444, -0.5672, -1.7511)
P (2.6654, -0.6111, -0.8215)
C (3.9974, 0.5694, -1.5138)
C (5.5487, -0.0366, -1.3704)
C (2.3969, -0.4133, 1.0588)
C (3.9196, -0.4152, 1.7488)
C (0.2042, 0.6130, -1.8858)
O (0.3845, 1.9348, -1.2315)
C (1.0748, 2.7409, -2.2755)
C (0.7837, 4.3655, -2.1325)
C (-0.8571, 4.6123, -2.0614)
C (-1.0242, 0.1404, -2.8632)
C (-2.2325, 1.1810, -3.2434)
C (-3.7487, 0.5694, -3.0939)
O (-4.6118, 1.3622, -2.1734)
C (-5.3229, 0.3794, -1.3379)
O (-4.7237, -0.1932, -0.2764)
C (-6.9122, -0.0821, -1.5803)
C (-7.8983, 0.6462, -0.4822)
N (-0.7429, -1.2938, -3.2534)
C (-1.6708, -2.0452, -4.1826)
C (-2.4696, -3.3039, -3.4999)
O (-3.2842, -3.1945, -2.4436)
Cl (-2.2534, -5.0014, -4.3008)
H (-0.3793, -4.1560, 0.9823)
H (1.3596, -4.8188, 1.3135)
H (-0.1942, -6.0365, 1.2887)
H (-0.4985, -5.1839, -1.3707)
H (1.1253, -6.2352, -0.9888)
H (1.5374, -3.2279, -0.3409)
H (2.6861, -4.3319, -1.3481)
H (0.3909, -3.9714, -3.2574)
H (2.1224, -3.1830, -3.4201)
H (3.9035, 1.6657, -1.0927)
H (3.8292, 0.6676, -2.6912)
H (5.8526, 0.0141, -0.2370)
H (5.6581, -1.1150, -1.8166)
H (6.2553, 0.6879, -1.9664)
H (1.8285, 0.5684, 1.3797)
H (1.8251, -1.3507, 1.5270)
H (3.8676, -0.5775, 2.9084)
H (4.5481, -1.2781, 1.2148)
H (4.5097, 0.5816, 1.5204)
H (0.7044, 2.3484, -3.3386)
H (2.2477, 2.6181, -2.2494)
H (1.3654, 4.8336, -1.2211)
H (1.2441, 4.8556, -3.1184)
H (-1.2901, 4.1875, -3.0878)
H (-1.3265, 3.9792, -1.1962)
H (-1.0375, 5.7756, -1.9585)
H (-2.1773, 2.1518, -2.5592)
H (-2.0381, 1.5292, -4.3640)
H (-3.6359, -0.5528, -2.7733)
H (-4.2469, 0.6224, -4.1756)
H (-7.2521, 0.0576, -2.7024)
H (-6.9253, -1.2418, -1.3164)
H (-8.2757, -0.1321, 0.3213)
H (-8.8393, 1.1756, -0.9470)
H (-7.2136, 1.4341, 0.0957)
H (-1.0317, -2.4644, -5.0963)
H (-2.4971, -1.3517, -4.6839)
C (-0.3415, 4.4244, -6.7683)
O (1.0419, 4.2187, -7.0195)
P (2.1445, 5.5012, -6.6556)
O (1.4314, 5.7862, -5.3296)
O (1.4623, 6.4043, -7.8594)
C (1.6414, 5.9322, -9.1858)
O (3.2472, 6.7836, -6.2918)
C (3.9520, 7.3919, -7.3521)
H (-0.9076, 3.7235, -7.3876)
H (-0.5625, 4.2131, -5.7187)
H (-0.6555, 5.4399, -7.0212)
H (0.7030, 5.5003, -9.5431)
H (2.4323, 5.1794, -9.2392)
H (1.9117, 6.7750, -9.8279)
H (3.3214, 8.1476, -7.8293)
H (4.2772, 6.6473, -8.0856)
H (4.8319, 7.8955, -6.9430)
C (1.7385, -4.6903, 7.2898)
O (1.0353, -5.6878, 6.5622)
P (-0.0388, -5.1849, 5.3025)
O (0.9762, -4.1525, 4.8004)
O (-1.0188, -4.4941, 6.4395)
C (-1.6634, -5.3785, 7.3431)
O (-1.1128, -4.6821, 4.0430)
C (-2.4933, -4.9345, 4.1893)
H (2.0407, -5.1186, 8.2492)
H (2.6394, -4.3994, 6.7431)
H (1.1172, -3.8127, 7.4839)
H (-1.1772, -5.3114, 8.3198)
H (-1.6252, -6.4116, 6.9876)
H (-2.7099, -5.0786, 7.4459)
H (-2.9477, -4.1555, 4.8083)
H (-2.6674, -5.9217, 4.6290)
H (-2.9616, -4.8977, 3.2021)
C (0.9884, -1.1753, 5.7681)
O (1.5105, 0.0648, 6.2250)
P (1.1774, 0.5491, 7.8522)
O (1.4512, -0.8677, 8.3679)
O (-0.4209, 0.6993, 7.4605)
C (-0.7544, 1.7260, 6.5392)
O (0.8443, 1.0335, 9.4792)
C (0.0580, 2.1850, 9.6954)
H (0.9468, -1.1452, 4.6761)
H (1.6547, -1.9894, 6.0654)
H (-0.0200, -1.3579, 6.1472)
H (-0.9846, 1.2775, 5.5694)
H (0.0639, 2.4418, 6.4244)
H (-1.6386, 2.2556, 6.9044)
H (-1.0023, 1.9285, 9.6162)
H (0.3141, 2.9749, 8.9822)
H (0.2429, 2.5487, 10.7097)

The LUMO energy comes out at -4.87 eV. As for the charge: +1. For the gap between HOMO and LUMO, the calculation gives 5.83 eV. As for the spin multiplicity: 1.